Computed, not measured: a cluster of 2 separate species, C4H11NSi in total in a non-equilibrium geometry, with ωB97M-V/def2-TZVPD.

The geometry in XYZ format:
```
17
Properties=species:S:1:pos:R:3:forces:R:3
C 0.94421 0.28743 1.56852 -0.9968 0.9797 -0.8424
N 1.11540 -0.13691 0.20390 -0.7062 -0.2046 0.5274
C 1.97005 0.76023 -0.49350 0.4712 -2.6554 -2.2067
Si 0.46846 -1.51125 -0.54882 0.7547 0.7872 -2.1525
H 0.53504 1.34344 1.60604 0.2035 -0.9325 -0.0345
H 0.25398 -0.36193 2.11098 0.5001 -0.0220 0.2114
H 1.94919 0.35065 1.88684 0.9486 -0.0328 1.8129
H 2.95004 0.66807 -0.10926 1.3501 0.6152 0.7101
H 2.10588 0.46053 -1.55678 -0.2801 -0.1278 0.4484
H 1.60093 1.71712 -0.57334 -0.7248 2.5112 0.4027
H -0.41639 -2.19308 0.27631 -1.4366 -0.6355 1.3434
H -0.24958 -0.67461 -1.62877 0.3259 -1.4590 -0.1190
H 1.40015 -2.70006 -0.95036 -0.4403 1.1781 -0.0978
C -3.21102 0.48446 -0.06204 -1.5296 -0.3392 -1.9145
C -4.12867 0.38861 -0.86120 3.9953 0.3409 3.4890
H -2.31570 0.55393 0.50573 0.0154 -0.1009 0.1622
H -4.97199 0.56337 -1.37423 -2.4505 0.0975 -1.7400
```
Positions in Å, forces in eV/Å.

Energy relative to the best compared isomer or geometry (same formula, charge and spin), kJ/mol: 422.3
LUMO energy, eV: 0.8
Electronic energy, eV: -13690.299
Strongest force on any atom, eV Å⁻¹: 5.32
Structure (SMILES): CN(C)[SiH3].C#C
Gap between HOMO and LUMO, eV: 9.3313
Highest occupied orbital energy, eV: -8.482

Computed, not measured: a structure of composition C63H133N7O7 in a non-equilibrium geometry, with ωB97M-V/def2-TZVPD.

The geometry in XYZ format:
```
210
Properties=species:S:1:pos:R:3:forces:R:3
C -36.94018 -4.77778 -5.09919 1.0828 -1.3491 -0.3843
C -37.64735 -3.74873 -4.28569 0.3707 0.9258 0.5157
C -37.15993 -3.89915 -2.80957 -0.5913 -0.2522 0.9699
C -37.20881 -2.64971 -1.87241 -1.1995 -2.1560 -4.2302
C -36.57920 -1.50589 -2.62095 -3.0146 0.6546 -2.6464
C -37.16040 -1.17907 -4.01043 -1.6971 0.5365 -0.0139
N -37.11503 -2.42070 -4.80404 0.3105 -0.4816 0.2731
O -37.56387 -2.17606 -6.13908 -0.3681 -0.0211 0.5024
C -38.61971 -0.62158 -3.87965 -0.1855 -0.3235 0.5490
C -36.21304 -0.10507 -4.61795 1.1937 -0.6800 0.1224
C -39.16142 -4.04741 -4.34484 -0.1370 1.0930 0.4712
H -37.09344 -5.80213 -4.75962 -0.4750 -0.0397 0.3856
H -35.86671 -4.64900 -4.96066 0.1212 0.2244 -0.4115
H -37.19975 -4.82255 -6.15689 -0.0115 0.4828 -0.0106
H -37.78402 -4.66927 -2.35622 -0.5154 -0.0026 -0.0413
H -36.21527 -4.42157 -2.65863 0.6868 0.4819 -0.8255
H -36.66364 -2.87754 -0.95646 -1.8606 -3.2446 -3.1157
H -38.25198 -2.41682 -1.65871 0.8102 -0.4470 -0.3780
H -35.50253 -1.60195 -2.76122 -4.9523 0.3598 -3.4359
H -36.60810 -0.60904 -2.00214 -1.1671 0.0510 -0.6145
H -39.29968 -1.40965 -3.55611 0.0845 -0.2399 -0.1862
H -38.73205 0.07754 -3.05096 0.4298 0.3978 -0.0634
H -39.09314 -0.16773 -4.75028 0.4717 -0.0661 -0.2631
H -35.80159 0.56204 -3.86047 -0.8904 0.5898 0.2687
H -35.24872 -0.55386 -4.85619 0.0369 -0.7935 -0.3561
H -36.45299 0.44039 -5.53064 -0.7431 -0.0469 0.2841
H -39.56796 -4.11571 -5.35389 0.2054 -0.0922 -0.0017
H -39.71737 -3.26674 -3.82565 -0.1195 0.0886 -0.0715
H -39.38096 -4.93974 -3.75862 0.1619 -0.2813 -0.3574
H -36.75201 -2.19874 -6.65089 0.1093 -0.0547 -0.0801
C -44.52210 4.52354 5.43585 -0.9192 -0.7353 -1.1005
C -44.44464 2.94344 5.59065 1.6802 1.8935 2.7932
C -45.77121 2.22726 5.30016 0.7909 -0.7303 -1.9257
C -45.98170 2.00138 3.78334 1.0293 0.7358 0.5384
C -44.67667 1.35528 3.21496 -0.4958 1.3985 -0.0938
C -43.31703 2.09077 3.55624 1.2821 -0.6689 -0.1982
N -43.20530 2.32651 4.99909 -3.3251 -0.8976 -0.2191
O -42.02184 2.94356 5.46254 -0.4376 0.1441 -0.6442
C -42.16584 1.06500 3.20508 -3.8941 3.4727 1.6133
C -43.12087 3.40620 2.71920 -4.6253 3.0234 3.3956
C -44.29485 2.70739 7.13255 0.3765 0.2974 -0.2773
H -43.61255 5.12211 5.38548 0.3306 -0.6260 0.2920
H -45.17531 4.96588 6.18801 0.0466 -0.1723 0.1892
H -45.01914 4.70629 4.48314 -0.1477 0.2478 -0.0581
H -45.58310 1.24497 5.73353 -0.7036 -0.1144 0.2884
H -46.60645 2.77011 5.74263 0.1642 -0.1637 0.2859
H -46.17385 2.98172 3.34732 0.5234 0.3168 -0.2939
H -46.89943 1.50207 3.47257 0.1697 -0.7180 0.4648
H -44.80749 1.42800 2.13528 0.4132 -0.2863 -0.2374
H -44.60278 0.29698 3.46524 -0.0176 0.0643 0.2390
H -42.28644 0.06636 3.62491 -3.2063 8.3609 -1.3244
H -42.11724 0.89537 2.12946 -4.4458 0.3135 4.2170
H -41.22701 1.44855 3.60457 -0.2992 -0.0285 -0.2831
H -43.41740 3.28569 1.67725 -1.8341 1.0718 0.7908
H -43.80058 4.22006 2.97160 -0.2445 0.0578 1.1540
H -42.10785 3.80521 2.77105 -1.1828 0.2371 0.6517
H -45.07723 3.26881 7.64320 -0.1423 -0.3655 0.1515
H -43.35527 3.07395 7.54600 0.0656 0.2825 -0.1919
H -44.31290 1.64152 7.35995 -0.3130 -0.0197 0.0547
H -41.85975 2.37673 6.22018 0.5190 0.0692 0.0991
C -42.70002 -5.96236 2.42701 0.0418 -0.6941 -0.2107
C -41.58379 -5.76519 1.35960 -2.7312 0.1386 -0.8683
C -41.80333 -6.77027 0.17966 0.9782 -0.7782 0.1190
C -42.82099 -6.52093 -0.90871 -0.1361 1.5252 0.8269
C -42.53595 -5.09487 -1.43262 -0.5902 -0.8898 0.4462
C -42.52570 -3.98291 -0.25915 -1.6783 -1.5531 -2.4103
N -41.64915 -4.39599 0.78339 0.7882 -0.8095 0.8896
O -41.57689 -3.40114 1.80330 -4.8972 -3.7947 -0.7024
C -41.91763 -2.72436 -0.93029 -3.5050 -1.2861 0.2557
C -44.09140 -3.90767 0.18374 1.6339 0.7312 0.2703
C -40.21863 -6.03513 1.96227 -2.6626 0.1741 -1.2932
H -43.72459 -5.87169 2.06625 0.1883 0.5551 -0.3210
H -42.58078 -5.31112 3.29287 0.0905 -0.0761 -0.0345
H -42.71611 -7.01399 2.71324 0.4852 -0.1170 0.5193
H -40.83487 -6.81573 -0.31845 0.2798 -0.1910 -0.1226
H -41.99742 -7.76367 0.58413 0.2604 -0.0820 0.3620
H -43.80980 -6.62613 -0.46227 -0.2673 0.2258 -0.1880
H -42.79350 -7.22795 -1.73783 0.3634 -0.1855 0.1719
H -43.26318 -4.94520 -2.23063 -0.4759 0.9364 0.3326
H -41.63980 -5.20811 -2.04270 0.7589 0.5213 0.5209
H -42.60827 -2.53499 -1.75203 0.1413 0.4126 -0.2874
H -41.95000 -1.88682 -0.23345 -0.1129 -0.1538 -0.3179
H -40.89746 -2.85962 -1.28954 -1.8849 -2.0042 -0.7301
H -44.41379 -4.89212 0.52288 -0.0134 0.1788 -0.2803
H -44.17020 -3.24001 1.04170 0.0615 0.0433 0.1458
H -44.78334 -3.51881 -0.56334 0.2780 -0.1420 -0.3267
H -39.44251 -5.90746 1.20765 -1.3423 0.0483 0.0235
H -40.08468 -7.02538 2.39765 -1.1267 -0.0674 -1.3649
H -40.01970 -5.37243 2.80450 -1.3233 -0.3419 -0.6008
H -40.69129 -3.03789 1.73012 1.1773 1.4534 -0.5145
C -39.90981 3.31718 2.50450 0.2729 0.4427 -0.4197
C -40.49270 3.38888 1.07974 -0.3699 -1.9481 0.4943
C -40.93803 4.85913 0.91416 0.2248 -0.2413 -3.0253
C -41.08844 5.19284 -0.63097 -0.6058 -0.1279 1.4232
C -39.94197 4.80268 -1.51234 0.4345 -0.5661 0.5688
C -39.58855 3.29605 -1.39047 -0.6939 -0.4518 0.2136
N -39.46354 2.90216 0.09676 0.1826 4.8990 -1.6931
O -39.00523 1.60019 0.30017 3.3240 10.2980 0.4679
C -40.69099 2.45072 -2.09440 0.5947 -0.0702 0.2937
C -38.27606 3.03375 -2.14755 0.1489 0.6241 0.3681
C -41.73630 2.42647 1.09208 2.4372 1.1052 -2.7197
H -38.99869 3.91427 2.54246 0.0430 0.0912 0.0869
H -39.68359 2.32527 2.89568 -0.1273 1.0328 -0.5052
H -40.67156 3.77829 3.13316 0.8021 -0.0846 0.4876
H -41.93563 4.97537 1.33769 0.2476 0.0736 0.0764
H -40.28602 5.61251 1.35622 0.3088 -0.3081 0.1825
H -41.27131 6.26527 -0.69842 -0.2283 -0.0094 -0.2540
H -41.94129 4.63990 -1.02465 -0.4237 0.2803 0.2343
H -39.09725 5.45635 -1.29493 0.3659 -0.2035 -0.0795
H -40.26090 4.96489 -2.54194 0.2502 0.0537 -0.1621
H -40.50542 1.42263 -1.78347 -0.2552 0.2716 -0.4796
H -41.70911 2.71906 -1.81238 0.1326 0.0085 -0.0540
H -40.58160 2.48263 -3.17843 -0.0461 0.1951 -0.0585
H -38.05666 1.96954 -2.23382 0.3063 0.0789 0.2228
H -38.24426 3.44692 -3.15570 -0.8610 -0.2008 -0.2740
H -37.47826 3.64814 -1.73026 0.3353 -0.5461 0.7052
H -41.37014 1.41800 1.28450 -0.1743 6.1121 -5.1170
H -42.30055 2.37764 0.16077 0.0261 0.2521 -0.4138
H -42.44710 2.76811 1.84451 4.3076 -3.2551 -3.7282
H -38.04713 1.66062 0.30003 1.0061 0.4497 0.2977
C -38.85029 -3.80062 0.29296 0.2522 -0.2886 -0.7100
C -38.86046 -2.35109 0.77004 1.4636 2.4580 -1.6914
C -39.57127 -1.48185 -0.35426 -0.2693 0.5889 0.7099
C -40.06263 -0.13085 0.15482 -2.1995 -5.6901 0.4907
C -40.94366 -0.19559 1.44541 3.7756 -3.6678 -3.0231
C -40.20392 -0.96939 2.54256 -0.4985 0.6086 0.2208
N -39.66783 -2.26277 1.97968 1.3406 3.3539 0.8188
O -39.17926 -3.04694 3.04296 -1.7284 3.1429 -0.3317
C -39.19130 0.02091 3.27356 0.3992 -1.1342 -0.6749
C -41.29983 -1.37192 3.56813 1.8209 -1.9817 2.0088
C -37.36814 -1.69151 0.92367 -9.4474 -0.8722 2.3276
H -38.20207 -3.89096 -0.57868 -0.4246 -0.2834 0.5468
H -39.83826 -4.18591 0.04085 0.0941 0.4499 -0.1462
H -38.46482 -4.46142 1.06940 -0.1911 0.9518 -2.3761
H -38.90521 -1.21695 -1.17541 0.1593 0.2925 0.6558
H -40.37882 -2.01742 -0.85340 2.8104 1.8345 1.3983
H -40.53203 0.38219 -0.68456 -0.4687 -0.4109 0.5520
H -39.19286 0.51323 0.28424 -1.9384 -6.0424 0.4077
H -41.83766 -0.77502 1.21494 -0.5263 0.2993 0.1643
H -41.23375 0.80120 1.77759 4.9136 -6.3081 1.4277
H -39.02794 -0.25821 4.31448 -0.4232 0.1311 0.1236
H -38.17122 0.05807 2.89127 -0.0330 -0.2881 -0.5956
H -39.55526 1.04143 3.15443 0.2277 -1.2187 0.5753
H -42.06450 -0.62796 3.79151 2.3060 -8.1078 0.5640
H -41.70794 -2.37720 3.46338 0.2090 0.3247 0.0848
H -40.82433 -1.22660 4.53812 0.2432 -0.9492 0.4736
H -36.60386 -2.11227 0.27027 -5.1542 -1.0374 6.6434
H -37.01261 -1.99275 1.90905 -1.5837 3.6398 -0.9680
H -37.39427 -0.63060 0.67495 -0.5957 -0.2335 0.2692
H -39.70929 -3.83418 2.89831 -0.5308 0.3264 0.7010
C -32.39593 -2.28426 -1.27125 0.2787 -0.0533 0.9693
C -33.20842 -0.98845 -1.02657 1.4002 0.6502 -0.5009
C -34.70445 -1.27364 -1.36964 4.8698 1.4278 3.5415
C -35.45736 -1.90856 -0.21214 8.1645 2.0740 -1.8697
C -35.30275 -1.14034 1.08867 3.7511 1.5184 0.3286
C -33.85246 -0.90649 1.50345 1.0928 -3.2281 -0.3598
N -33.04964 -0.44573 0.38603 -2.2712 0.6580 -1.9625
O -31.76256 -0.10037 0.75391 0.7954 -0.3468 -0.0691
C -33.82340 0.10048 2.64135 0.3087 -0.4247 -0.0281
C -33.30718 -2.38094 2.00588 0.4686 2.1448 0.2330
C -32.70155 0.10349 -2.10406 -1.4811 -0.9913 0.5972
H -32.00909 -2.47643 -2.27202 -0.4617 0.3598 -0.2413
H -32.98631 -3.14680 -0.96210 0.0702 -0.1903 -0.0253
H -31.50448 -2.26033 -0.64447 0.0392 -0.0364 0.1562
H -35.21996 -0.33914 -1.59110 1.3788 0.1894 0.3897
H -34.80430 -1.89046 -2.26277 4.5405 -0.9973 3.1332
H -35.00948 -2.89643 -0.10434 -0.2926 -0.5102 0.3124
H -36.49406 -2.02840 -0.52678 4.2955 3.0875 -3.6043
H -35.82285 -1.65714 1.89521 2.6180 0.7755 -0.1299
H -35.78323 -0.16273 1.04978 0.4078 0.1217 -0.2431
H -33.94865 1.09021 2.20221 -0.1524 0.1262 0.2066
H -34.62575 -0.13153 3.34171 -0.1020 0.1599 0.0104
H -32.88910 0.06240 3.20148 0.0479 0.0807 -0.1156
H -33.13541 -3.16112 1.26431 -0.4527 0.2967 -0.4831
H -32.31221 -2.22553 2.42298 -0.0180 0.0564 0.3654
H -34.01993 -2.77695 2.72925 1.6779 1.1559 0.2320
H -32.73602 -0.37792 -3.08137 0.2155 -0.2731 -0.0535
H -31.72361 0.57610 -2.01255 -0.1134 -0.1781 0.5011
H -33.51804 0.82141 -2.18168 0.3267 0.6049 0.2597
H -31.77484 0.85890 0.71853 0.1994 0.1561 0.0091
C -34.40982 -6.00734 2.14514 -1.1775 -0.1623 0.2896
C -35.19463 -5.48859 3.41231 -0.1716 0.6688 0.0597
C -35.71104 -4.02865 3.03800 -0.3387 -1.1579 0.1107
C -36.99318 -3.93567 2.21820 2.6638 -1.9479 1.3384
C -38.00210 -4.86369 2.82805 1.1614 -0.3146 -0.4443
C -37.62486 -6.29100 3.03287 2.4619 -1.3213 1.9265
N -36.32820 -6.31603 3.80949 -0.8148 1.4009 0.5649
O -35.90322 -7.60163 4.21240 -0.0248 -0.2534 -0.7898
C -38.68171 -6.88924 3.96954 -0.3951 -1.2927 1.1768
C -37.51289 -7.08908 1.76988 -0.7192 -0.6187 -1.3458
C -34.29453 -5.25606 4.64157 0.6207 -0.1757 0.0371
H -33.32115 -5.96234 2.17430 -0.1114 0.3718 0.1022
H -34.85823 -5.41251 1.34941 0.6620 0.0947 -0.4949
H -34.69465 -7.02217 1.86747 0.1565 -0.2036 0.4442
H -35.89982 -3.49533 3.96968 0.3196 0.2046 0.2097
H -34.88396 -3.59766 2.47383 -1.4102 -0.8941 0.4658
H -36.73703 -4.11816 1.17457 0.0833 -0.8581 -0.0235
H -37.32957 -2.90454 2.10991 -0.5331 -3.7897 1.8858
H -38.81772 -4.84628 2.10517 1.7085 -0.5070 2.1469
H -38.41954 -4.41120 3.72756 1.2373 -1.2088 0.5979
H -38.75353 -7.97645 3.99985 0.4415 -0.4229 -0.7151
H -38.52171 -6.73392 5.03648 0.2244 0.9706 -0.0403
H -39.68455 -6.60649 3.64942 1.2505 -0.1260 2.1761
H -38.50579 -6.98594 1.33213 1.1316 -0.8740 -0.5705
H -36.77819 -6.76376 1.03334 0.0290 0.3846 0.1990
H -37.36483 -8.16294 1.88389 0.1919 0.0502 0.5328
H -33.72808 -6.12307 4.98142 0.1231 -0.2024 -0.4753
H -34.77620 -4.92053 5.56000 -0.7634 0.0833 -0.3179
H -33.59891 -4.45287 4.39844 0.3198 -0.0961 -0.1013
H -36.33585 -7.73829 5.05842 0.0190 0.0874 0.1733
```
Positions in Å, forces in eV/Å.

Energy relative to the best compared isomer or geometry (same formula, charge and spin), kJ/mol: 4527.8
LUMO energy, eV: 0.4
Electronic energy, eV: -92197.472
Strongest force on any atom, eV Å⁻¹: 10.83
Gap between HOMO and LUMO, eV: 7.4086
Highest occupied orbital energy, eV: -6.986

> Which formula does entry 2 have?

C63H133N7O7